{"formula": "C24H21Cl2HgN9O2S", "method": "wB97M-V/def2-TZVPD", "species": ["Hg", "Cl", "C", "C", "C", "N", "C", "O", "C", "C", "C", "C", "C", "N", "C", "C", "C", "Cl", "N", "C", "O", "C", "C", "C", "C", "C", "N", "H", "H", "H", "H", "H", "H", "H", "H", "H", "H", "N", "N", "C", "N", "S", "H", "H", "H", "H", "H", "N", "C", "C", "C", "C", "C", "N", "H", "H", "H", "H", "H", "H"], "xyz": [[-0.11770, 0.14432, 0.00381], [3.77177, -4.49912, 3.45237], [2.46547, -3.40554, 3.06601], [2.23533, -3.10476, 1.72768], [1.21303, -2.22676, 1.34453], [0.96678, -1.81856, 0.04344], [1.62388, -2.19352, -1.08053], [2.50603, -3.07911, -1.16099], [1.23162, -1.41478, -2.28546], [1.87934, -1.67523, -3.49751], [1.57164, -0.97889, -4.64834], [0.52126, 0.01602, -4.58141], [-0.07322, 0.25290, -3.37957], [0.25017, -0.38170, -2.21722], [0.38538, -1.66438, 2.38914], [0.64199, -1.99104, 3.71304], [1.67807, -2.84956, 4.05839], [1.94934, -3.19198, 5.75201], [-0.60808, -0.74318, 2.00509], [-1.56937, -0.25339, 2.75842], [-1.88629, -0.50668, 3.92867], [-2.44519, 0.79576, 2.03465], [-3.23253, 1.64015, 2.80649], [-4.00686, 2.59988, 2.18202], [-4.00537, 2.67021, 0.80144], [-3.20604, 1.77628, 0.10474], [-2.43775, 0.87225, 0.70576], [2.83754, -3.55880, 0.95833], [2.62849, -2.45690, -3.48986], [2.08579, -1.18374, -5.58019], [0.20026, 0.56582, -5.46025], [-0.85891, 1.00224, -3.30147], [0.02093, -1.56292, 4.48603], [-3.20344, 1.52219, 3.88142], [-4.60764, 3.28787, 2.76591], [-4.60185, 3.40083, 0.26982], [-3.17085, 1.78518, -0.97929], [2.98379, 0.10392, -0.06174], [3.89184, 0.87018, 0.66791], [3.48252, 1.46780, 1.81291], [4.51946, 1.98848, 2.54751], [1.91228, 1.52250, 2.33955], [2.94014, -0.85180, 0.27615], [3.22140, 0.11929, -1.04031], [4.86728, 0.63594, 0.60983], [5.38010, 2.22961, 2.08549], [4.23347, 2.57690, 3.30828], [1.63002, 2.46016, -2.13740], [0.92050, 3.29030, -1.31321], [0.96458, 4.69148, -1.45977], [0.31625, 5.47048, -0.53983], [-0.35538, 4.86675, 0.52341], [-0.35322, 3.48883, 0.58014], [0.23989, 2.71190, -0.32618], [1.82528, 2.78690, -3.06520], [1.38871, 1.47412, -2.07360], [1.52338, 5.12903, -2.27935], [0.34272, 6.55094, -0.63187], [-0.86706, 5.44526, 1.28408], [-0.85208, 2.97250, 1.39528]], "atomic_forces_ev_per_a": [[0.0, 0.2, -0.5], [-0.1, 0.0, 0.0], [0.0, 0.1, 0.0], [-0.1, 0.1, 0.1], [-0.2, 0.0, -0.2], [-0.1, -0.5, 0.4], [-0.2, -0.2, 0.2], [-0.2, 0.3, 0.0], [-0.2, 0.4, -0.2], [-0.2, 0.2, 0.0], [-0.3, 0.2, 0.0], [0.4, -0.3, -0.1], [-0.1, -0.3, 0.2], [0.4, -0.3, 0.1], [-0.2, 0.2, -0.2], [-0.1, 0.0, 0.0], [0.1, -0.1, 0.0], [0.0, 0.0, -0.2], [0.5, -0.2, -0.2], [-0.3, 0.1, 0.1], [0.0, 0.0, 0.0], [0.2, -0.3, 0.2], [-0.1, 0.0, 0.2], [0.0, 0.0, 0.2], [0.0, -0.1, -0.3], [-0.1, 0.1, 0.0], [0.0, 0.1, -0.1], [0.0, 0.0, -0.1], [0.0, 0.0, 0.0], [-0.1, 0.0, 0.1], [0.0, -0.1, 0.1], [0.1, 0.0, 0.1], [0.0, 0.0, 0.0], [0.0, 0.0, 0.0], [0.0, 0.0, 0.0], [0.0, 0.0, 0.0], [0.0, 0.0, 0.0], [0.2, 0.3, 0.2], [-0.3, 0.1, 0.0], [0.0, 0.0, 0.0], [-0.2, -0.1, -0.1], [0.2, 0.1, 0.1], [0.1, 0.1, 0.0], [0.1, 0.0, -0.2], [0.3, -0.2, 0.0], [0.0, 0.0, -0.1], [0.0, 0.0, 0.1], [0.0, 0.1, 0.2], [0.3, -0.2, -0.2], [0.1, -0.1, -0.2], [-0.1, 0.1, 0.1], [-0.1, 0.0, 0.1], [-0.2, 0.2, 0.1], [-0.2, -0.2, 0.1], [0.0, 0.0, -0.1], [0.0, 0.1, 0.0], [0.0, 0.0, 0.0], [0.0, 0.0, 0.0], [0.1, -0.1, -0.1], [0.0, 0.0, -0.1]], "total_charge": -1, "gap_ev": [4.473, 6.462], "spin_multiplicity": 2, "e_tot_ev": -82791.55366, "e_above_lowest_kj_mol": 125.2}